[1]
Molecular formula: C18H19IMnN6O
Method: DFT, ωB97M-V/def2-TZVPD

Each line ends with the Mulliken spin population.
Atoms and positions in Å:
Mn  0.17631  0.67883  -0.47439  4.836
C  2.15915  -0.27756  1.65495  -0.021
N  2.48964  0.50616  0.42990  0.027
C  3.26100  -0.34469  -0.46812  -0.005
C  2.34949  -1.29018  -1.14278  0.015
N  1.07309  -1.03141  -1.38491  0.042
C  0.55648  -2.09768  -2.06079  -0.016
C  -0.72989  -2.29421  -2.46474  0.004
C  -1.04342  -3.52348  -3.01258  -0.002
C  -0.03859  -4.49967  -3.09248  0.001
C  1.26267  -4.28322  -2.79277  -0.002
C  1.53935  -3.01852  -2.22644  -0.024
N  2.66438  -2.50491  -1.61166  0.007
C  0.94855  0.31975  2.34946  0.036
N  -0.06021  0.75565  1.65603  0.033
C  -1.02349  1.32052  2.60027  -0.012
C  -2.27591  1.93236  2.42124  0.003
C  -2.89511  2.32275  3.61157  -0.002
C  -2.40350  1.90536  4.87785  0.000
C  -1.23605  1.24953  5.04928  -0.001
C  -0.46830  1.01791  3.87967  -0.005
N  0.74328  0.43319  3.66209  0.006
H  2.96776  -0.20129  2.38983  0.000
H  2.00692  -1.29568  1.35398  -0.005
H  3.08756  1.25647  0.73627  0.003
H  4.03900  -0.85704  0.07514  0.000
H  3.68847  0.35658  -1.26278  -0.001
H  -1.50872  -1.52941  -2.36954  0.007
H  -2.02866  -3.84409  -3.22043  0.000
H  -0.31318  -5.42779  -3.54992  0.000
H  2.01594  -5.15547  -2.88963  0.000
H  3.50874  -3.00098  -1.69795  0.001
H  -2.76936  2.24547  1.50918  0.002
H  -3.83072  2.86929  3.50637  0.000
H  -2.97684  2.24428  5.75664  0.000
H  -0.83878  0.97149  6.01796  0.000
H  1.31872  -0.00022  4.34155  0.000
N  -2.71161  2.07431  -3.27314  0.005
C  -1.78507  2.12192  -2.36082  0.004
O  -1.55806  1.14971  -1.60526  0.025
C  -1.12411  3.44037  -2.15098  -0.001
I  0.89960  3.14424  -1.53248  0.038
H  -3.29655  1.23845  -3.28491  0.000
H  -2.99831  2.94460  -3.80198  -0.001
H  -1.59115  3.81230  -1.21591  0.001
H  -1.25048  4.16600  -2.93184  0.002

Forces on atoms 1 to 6 (eV/Å):
-0.04 -0.30 0.32
0.04 1.50 1.03
-0.66 -0.65 0.73
0.47 1.54 -1.27
-0.54 -0.40 -0.30
0.60 1.64 0.98

The molecular weight is 517.23 g mol⁻¹. The calculation puts the frontier orbital gap (alpha / beta) at 8.2 / 8.1 eV. The largest force on an atom is 0.0542 Eh/bohr. Its charge is +2. Its spin multiplicity is 6. The calculation puts the HOMO energy (alpha / beta) at -14.13 / -14.13 eV.



[2]
Molecular formula: C9H18InO9
Method: DFT, ωB97M-V/def2-TZVPD

Each line ends with the Mulliken charge.
Atoms and positions in Å:
In  24.52647  12.65154  5.58149  0.996
C  30.61706  10.14872  6.64395  -0.525
O  30.26087  8.95936  6.01072  -0.171
C  29.04990  8.71461  5.40300  0.837
O  28.11826  9.58897  5.43529  -0.475
O  29.10286  7.52590  4.98988  -0.196
C  28.01616  7.08257  4.23505  -0.673
H  30.48322  11.10157  6.13184  0.280
H  31.67044  10.08553  6.91687  0.280
H  29.97169  10.27176  7.51369  0.328
H  27.11787  6.82491  4.79611  0.325
H  28.34133  6.13096  3.81458  0.270
H  27.85720  7.73583  3.37710  0.342
C  29.26516  13.01249  1.24674  -0.543
O  29.51885  14.39283  1.71415  -0.184
C  28.77929  15.06324  2.59573  0.773
O  27.64831  14.85088  3.05370  -0.468
O  29.37486  16.26343  2.66510  -0.142
C  29.31124  17.01482  3.85221  -0.575
H  29.20794  12.31996  2.08652  0.241
H  30.06406  12.61322  0.62189  0.308
H  28.20778  12.94046  0.99208  0.333
H  29.63682  16.24479  4.55160  0.338
H  28.28847  17.33800  4.04609  0.289
H  30.08685  17.77557  3.94057  0.292
C  23.80610  20.29557  7.62690  -0.471
O  23.58969  18.93800  7.48067  -0.175
C  22.64407  18.33129  6.66192  0.828
O  22.78194  17.18879  6.19386  -0.447
O  21.63484  19.15629  6.55799  -0.268
C  20.56201  18.81217  5.65009  -0.596
H  24.37987  20.57308  6.74266  0.325
H  24.36540  20.61736  8.50538  0.285
H  22.85484  20.81870  7.52923  0.344
H  20.89902  18.88957  4.61639  0.321
H  19.74675  19.49009  5.90282  0.257
H  20.22749  17.77994  5.75356  0.314

Forces on atoms 1 to 6 (eV/Å):
-0.13 -0.05 0.03
0.28 0.74 0.39
-0.75 -0.23 -0.89
-0.68 4.40 2.33
2.77 -2.86 -0.52
0.09 -0.34 0.07

As for the energy relative to the best compared isomer or geometry (same formula, charge and spin): 475.5 kJ/mol. The molecular weight is 385.05 g mol⁻¹. The calculation puts the frontier orbital gap at 1.5 eV. The largest force on an atom is 0.0977 Eh/bohr. Its charge is +3. Its spin multiplicity is 1. The calculation puts the HOMO energy at -18.00 eV.



[3]
Molecular formula: C8H7IrN4O4SSe3Te
Method: DFT, ωB97M-V/def2-TZVPD

Each line ends with the Mulliken spin population.
Atoms and positions in Å:
Ir  -0.50119  1.17685  -1.10962  0.933
N  -4.27819  -0.69609  -2.18667  0.000
C  -3.04487  -0.28640  -1.75327  0.005
S  -2.31057  1.04039  -2.59282  0.003
N  -2.52699  -0.89458  -0.73516  0.011
N  -1.31083  -0.40997  -0.30419  0.043
C  -0.81540  -1.08376  0.68773  -0.040
C  0.39465  -0.84235  1.40952  0.013
C  0.69295  -1.71633  2.47311  -0.004
C  1.83643  -1.59340  3.22157  0.001
C  2.74531  -0.57324  2.91275  0.007
C  2.48984  0.30051  1.88718  0.043
C  1.30634  0.21455  1.11183  -0.039
O  1.12224  1.08382  0.17314  0.019
H  -4.53258  -0.40972  -3.11421  0.000
H  -4.58768  -1.60152  -1.87573  0.000
H  -1.41049  -1.93725  0.99942  0.004
H  -0.01650  -2.50703  2.69267  -0.001
H  2.04099  -2.27763  4.03491  -0.001
H  3.66300  -0.47856  3.48146  0.000
H  3.18715  1.08730  1.62630  -0.001
Se  0.44251  -2.70951  -2.01528  0.986
Se  2.29072  -2.73180  -0.86338  0.974
Te  3.20967  1.72622  -2.12665  1.200
Se  1.64461  0.63732  -3.53522  0.772
O  -0.29856  5.10543  -1.26647  0.002
N  -0.43992  3.90426  -1.11729  0.005
O  -1.23150  3.40105  -0.29304  0.052
O  0.23887  3.07145  -1.82261  0.013

Forces on atoms 1 to 6 (eV/Å):
-0.04 0.51 -0.19
-0.17 -0.06 0.05
0.45 0.34 0.01
0.33 0.07 0.29
-0.59 -0.58 -0.06
0.14 -0.27 0.34

As for the energy relative to the best compared isomer or geometry (same formula, charge and spin): 0.0 kJ/mol. The molecular weight is 811.93 g mol⁻¹. The calculation puts the frontier orbital gap (alpha / beta) at 6.8 / 5.0 eV. The largest force on an atom is 0.0160 Eh/bohr. Its charge is -1. Its spin multiplicity is 6. The calculation puts the HOMO energy (alpha / beta) at -4.51 / -4.38 eV.



[4]
Molecular formula: C28H39GeI2NO5SSe2Te2Ti
Method: DFT, ωB97M-V/def2-TZVPD

Each line ends with the Mulliken spin population.
Atoms and positions in Å:
Ti  -2.00581  0.36914  -0.88823  0.003
C  1.20563  -0.81995  0.43611  0.019
C  -1.14247  -1.73472  1.18036  0.004
C  -2.22258  -2.74852  0.81995  0.004
C  -0.96714  -1.76655  2.69040  0.001
O  -1.67084  -0.40223  0.82325  -0.013
Ge  -1.92078  1.21431  2.03481  0.001
O  -0.39445  1.88707  1.26806  -0.002
C  0.33239  3.06255  1.69229  0.002
C  0.57102  3.01417  3.19863  0.001
C  1.66007  3.05697  0.94226  0.004
C  -0.45058  4.31530  1.32262  -0.007
O  -2.97801  1.59194  0.37085  -0.001
C  -4.12377  2.51922  0.36936  -0.006
C  -4.21584  3.20658  1.72433  0.001
C  -5.39617  1.72372  0.12968  -0.001
C  -3.89586  3.53808  -0.73272  0.008
H  2.10597  -1.19331  -0.04903  -0.001
H  0.85726  0.04249  -0.12688  0.000
H  1.20666  0.57279  1.98073  -0.001
H  -1.90326  -3.74465  1.12920  0.001
H  -3.14304  -2.50244  1.34998  -0.001
H  -2.42552  -2.77779  -0.25017  -0.002
H  -0.48635  -2.69798  2.98453  0.000
H  -0.36828  -0.94385  3.06841  0.000
H  -1.95107  -1.72919  3.16039  0.000
H  1.11621  2.11104  3.48528  0.000
H  1.16263  3.87264  3.51847  0.000
H  -0.37020  3.03589  3.75299  0.000
H  2.26361  2.18406  1.19487  0.000
H  1.49040  3.05325  -0.13529  0.000
H  2.23719  3.94687  1.19750  0.000
H  -1.37624  4.38346  1.89473  0.000
H  0.13428  5.21036  1.53841  0.000
H  -0.69326  4.31573  0.25861  0.007
H  -4.44358  2.49796  2.52180  0.000
H  -3.29950  3.74384  1.97095  0.000
H  -5.02250  3.93908  1.69523  0.000
H  -5.47730  0.90310  0.84421  0.001
H  -6.25892  2.37834  0.26002  -0.001
H  -5.42804  1.31095  -0.87556  0.003
H  -2.98621  4.11174  -0.55350  0.001
H  -3.81369  3.04861  -1.70509  -0.001
H  -4.73849  4.22968  -0.77183  0.001
I  -0.94732  -2.93564  -3.87351  0.025
C  -0.27138  -3.05333  -1.90944  -0.018
C  0.11175  -4.35352  -1.39666  -0.002
C  0.60987  -4.45857  -0.15679  0.002
I  1.07431  -6.39766  0.48379  0.000
C  0.85319  -3.29913  0.70637  0.000
C  1.77472  -3.39416  1.69879  0.000
C  2.34224  -2.44131  2.61454  0.000
C  2.17058  -1.09901  2.66498  0.000
N  1.53862  -0.34692  1.74258  0.000
C  0.16182  -1.98650  0.33455  -0.013
C  -0.28011  -1.97996  -1.11852  0.014
O  -0.77990  -0.80004  -1.52479  -0.003
H  -0.03564  -5.22121  -2.02271  0.000
H  2.16621  -4.39186  1.85552  0.000
H  2.96280  -2.86315  3.39345  0.000
H  2.55766  -0.54681  3.51455  0.000
Se  -3.89311  -0.86766  -1.86485  0.055
Te  -3.69959  0.56741  -3.91253  0.095
Te  -1.00927  1.10784  -4.11900  0.624
Se  -0.70813  2.27567  -1.99806  0.151
C  3.60282  -0.15305  -5.22081  0.001
S  2.23211  -0.69364  -4.20291  0.003
O  1.50225  0.58887  -3.84694  0.046
C  3.15133  -1.18372  -2.76113  0.001
C  3.12811  -2.52786  -2.41799  0.000
C  3.84558  -2.95553  -1.30790  0.000
C  4.57348  -2.03841  -0.56340  0.000
C  4.57964  -0.69057  -0.91241  -0.001
C  3.86101  -0.25311  -2.01261  -0.002
H  4.13136  0.64888  -4.70829  0.000
H  3.18610  0.20105  -6.16152  0.000
H  4.26113  -1.00271  -5.39630  0.000
H  2.54515  -3.23013  -3.00209  0.000
H  3.82321  -3.99934  -1.02311  0.000
H  5.12867  -2.36998  0.30404  0.000
H  5.14093  0.01883  -0.31866  0.000
H  3.83421  0.79620  -2.28119  -0.002

Forces on atoms 1 to 6 (eV/Å):
-0.23 0.12 0.14
0.02 0.03 -0.02
-0.04 0.05 -0.01
0.02 -0.02 -0.01
0.00 -0.01 0.01
0.05 -0.07 0.00

As for the energy relative to the best compared isomer or geometry (same formula, charge and spin): 205.9 kJ/mol. The molecular weight is 1289.09 g mol⁻¹. The calculation puts the frontier orbital gap (alpha / beta) at 5.9 / 4.3 eV. The largest force on an atom is 0.0057 Eh/bohr. Its charge is +1. Its spin multiplicity is 2. The calculation puts the HOMO energy (alpha / beta) at -9.60 / -9.60 eV.



[5]
Molecular formula: C2H4N4OS
Method: DFT, ωB97M-V/def2-TZVPD

Each line ends with the Mulliken charge.
Atoms and positions in Å:
H  -2.00168  -1.17568  -0.31148  0.211
N  -1.09379  -1.63450  -0.39411  -0.786
C  -0.24813  -0.72352  -0.07457  0.582
N  -0.29517  0.62126  0.31086  -0.107
S  -1.67706  1.51239  0.60782  -0.165
C  1.00406  1.15584  0.24921  -0.102
N  1.85827  0.23921  -0.13051  -0.671
N  1.14815  -0.86560  -0.25185  0.529
O  1.59373  -1.90364  -1.02438  -0.482
H  -1.76515  1.17933  1.93555  0.171
H  1.24976  2.13995  0.47663  0.453
H  0.74236  -2.22911  -1.41942  0.367

Forces on atoms 1 to 6 (eV/Å):
-0.29 -0.54 -0.05
0.14 1.18 0.41
2.07 0.16 -0.90
0.49 0.03 0.03
-0.37 -0.18 0.84
0.26 -2.92 -0.80

As for the energy relative to the best compared isomer or geometry (same formula, charge and spin): 204.7 kJ/mol. The molecular weight is 132.15 g mol⁻¹. The calculation puts the frontier orbital gap at 8.7 eV. As for the structure (SMILES): [H]/N=c1\n(S)cnn1O. The largest force on an atom is 0.0592 Eh/bohr. Its spin multiplicity is 1. The calculation puts the HOMO energy at -8.32 eV.



[6]
Molecular formula: C8H8O3
Method: DFT, ωB97M-V/def2-TZVPD

Each line ends with the Mulliken charge.
Atoms and positions in Å:
C  -1.69865  2.57528  0.73871  -0.877
O  -1.66216  1.33224  0.13320  -0.242
C  -0.51886  0.61102  -0.28475  0.941
C  0.77386  1.04211  0.25068  -0.616
C  1.74985  0.06165  0.46525  0.393
O  2.69031  0.09136  1.26564  -0.545
C  1.26345  -1.27906  0.19688  0.395
O  1.66448  -2.59816  0.74701  -0.496
C  0.14074  -1.49028  -0.97936  -0.647
C  -0.91645  -0.61627  -0.92093  0.280
C  -2.31467  -0.51786  -1.65896  -1.072
H  -1.61983  2.45584  1.80844  0.373
H  -1.16698  3.36784  0.22668  0.381
H  -2.95509  2.70877  0.68055  0.208
H  0.92898  2.17721  0.67181  0.189
H  0.22589  -2.40805  -1.49048  0.462
H  -2.09276  0.31226  -2.56594  0.245
H  -3.25774  -0.12712  -1.07507  0.250
H  -2.47924  -1.40986  -2.26791  0.379

Forces on atoms 1 to 6 (eV/Å):
-4.82 0.14 0.32
2.10 -2.49 -2.54
0.88 3.91 4.84
-3.52 2.98 -1.39
1.37 -0.95 3.61
0.13 1.08 -1.14

As for the energy relative to the best compared isomer or geometry (same formula, charge and spin): 740.2 kJ/mol. The molecular weight is 152.15 g mol⁻¹. The calculation puts the frontier orbital gap at 7.2 eV. As for the structure (SMILES): COC1=CC(=O)C(=O)C=C1C. The largest force on an atom is 0.2154 Eh/bohr. Its spin multiplicity is 1. The calculation puts the HOMO energy at -9.16 eV.